# 1
C9H21AuClINO2P | ωB97M-V/def2-TZVPD

Cartesian coordinates (Å):
Au  -2.8724  0.6150  -0.0455
I  2.6571  1.0548  -1.4979
Cl  -4.1548  -0.3103  -1.6300
P  -0.0221  0.4170  -3.0379
O  0.3256  -1.2759  2.1121
O  0.8403  0.4141  0.4265
N  0.2845  -0.5281  4.2224
C  -1.2813  1.6748  -3.4366
C  1.5785  -1.1255  4.4717
C  0.8677  -0.1143  -0.6733
C  -0.4743  -0.0439  5.3494
C  -0.9653  -0.7840  -4.0158
C  1.2655  0.9800  -4.1824
C  -1.1254  0.6155  2.5804
C  -0.1514  -0.4607  2.9092
C  1.6259  -1.2566  -1.1760
H  1.9818  -1.9443  -0.3832
H  -1.1323  2.5795  -2.8388
H  -1.0211  -0.4161  -5.0687
H  -1.7633  0.7353  3.4531
H  -2.0129  -0.8203  -3.6101
H  1.6547  -2.1231  4.0025
H  1.5627  1.9983  -3.9132
H  -1.2063  1.8588  -4.5239
H  0.9968  -1.9307  -1.8320
H  -1.5008  -0.4154  5.2854
H  2.4004  -0.5125  4.0472
H  -1.7491  0.3736  1.6785
H  2.1709  0.3745  -4.1020
H  -0.5888  -1.8189  -4.0050
H  2.5225  -1.0165  -1.7928
H  0.9355  0.9895  -5.2155
H  -0.0171  -0.4142  6.2769
H  -0.5204  1.0479  5.3730
H  -0.5861  1.5516  2.4248
H  -2.2640  1.2383  -3.1895
H  1.7389  -1.2072  5.5570

Computed properties:
spin multiplicity: 3
HOMO energy (alpha / beta): -15.30 / -15.30 eV
molecular weight: 565.6 g mol⁻¹
charge: +2
gap between HOMO and LUMO (alpha / beta): 0.2887 / 0.1678 Eh



# 2
C9H21Cl6N3O6 | ωB97M-V/def2-TZVPD

Cartesian coordinates (Å):
Cl  1.4775  -0.8343  -0.7315
Cl  -1.0791  -1.8525  -4.0724
Cl  -1.4166  4.0560  0.3170
Cl  -5.3907  -0.8901  5.9562
Cl  -1.6993  6.2841  4.0587
Cl  -4.7484  -0.5296  2.4813
O  2.8148  4.2555  -7.3677
O  5.0956  -3.1497  -3.7647
O  6.9966  -3.2855  -2.7934
O  -0.9407  -4.1774  5.7306
O  1.7063  2.6082  -6.3666
O  0.3867  -2.8226  6.8560
N  -0.2080  -3.2059  5.8415
N  2.6225  3.0692  -7.0021
N  5.8238  -3.5687  -2.8536
C  -6.0611  0.2936  3.4091
C  -2.0903  5.7678  2.4020
C  3.7577  2.1356  -7.2931
C  -0.0650  -2.3200  4.6139
C  5.3506  -4.6330  -1.8875
C  -0.4987  -0.9170  -2.6233
C  0.9480  -1.2636  -2.3655
C  -6.5372  -0.5869  4.5839
C  -1.3903  4.4374  2.0880
H  1.7002  -0.8464  -3.0349
H  -0.6596  0.1258  -2.8967
H  -0.3317  4.5746  2.3089
H  5.0226  -5.4318  -2.5527
H  -7.3921  -0.0579  5.0051
H  3.5682  1.2004  -6.7662
H  -3.1723  5.7676  2.2700
H  -1.7295  6.5770  1.7670
H  4.5519  -4.2836  -1.2332
H  -6.8258  0.6049  2.6974
H  0.9647  -2.0531  4.3762
H  -6.7343  -1.5859  4.1950
H  3.8969  2.0221  -8.3682
H  -1.6804  3.5611  2.6678
H  4.6963  2.5151  -6.8890
H  -1.1152  -1.1372  -1.7518
H  1.1463  -2.3242  -2.5204
H  -5.6743  1.1968  3.8811
H  6.0665  -5.0444  -1.1758
H  -0.5817  -1.4547  5.0290
H  -0.5714  -2.7968  3.7746

Computed properties:
HOMO energy: -11.00 eV
molecular weight: 480.0 g mol⁻¹
charge: 0
gap between HOMO and LUMO: 0.4034 Eh



# 3
C9H21ClIO2P2Sn | ωB97M-V/def2-TZVPD

Cartesian coordinates (Å):
I  -2.3072  2.3892  1.3551
Sn  0.8299  -0.6086  -1.1533
Cl  2.2822  -1.7963  -2.6084
P  -1.5565  -1.6485  -1.5762
P  2.3068  1.3545  -0.1505
O  -0.3695  1.8758  3.7534
O  -3.4928  1.0269  3.9450
C  -1.3835  -3.4472  -1.3150
C  2.9159  2.4093  -1.5083
C  -2.0703  -1.5303  -3.3186
C  1.8660  2.4969  1.1906
C  -1.0945  1.0704  3.1494
C  -0.6890  -0.3034  2.6946
C  -3.0255  -1.2015  -0.6040
C  -2.6188  1.3097  3.1897
C  3.8350  0.5523  0.4436
H  -2.6040  -2.4467  -3.6075
H  3.7092  0.2465  1.4908
H  2.8864  1.8536  -2.4555
H  4.6654  1.2676  0.3633
H  2.2808  3.3016  -1.5948
H  -1.4166  -0.7338  1.9926
H  -1.5045  -3.6873  -0.2500
H  4.0517  -0.3350  -0.1658
H  -3.3441  -0.1827  -0.8626
H  3.9528  2.7094  -1.3007
H  -2.7269  -0.6600  -3.4513
H  -1.1860  -1.4130  -3.9590
H  -0.6260  -0.9493  3.5859
H  -3.8388  -1.9110  -0.8230
H  1.4603  1.9746  2.0692
H  -2.1532  -3.9685  -1.9019
H  0.3074  -0.2628  2.2281
H  1.0953  3.1933  0.8337
H  -2.8115  -1.2325  0.4724
H  2.7618  3.0635  1.4901
H  -0.3878  -3.7767  -1.6414

Computed properties:
HOMO energy: -17.54 eV
molecular weight: 504.3 g mol⁻¹
charge: +3
gap between HOMO and LUMO: 0.1253 Eh



# 4
C9H21ClN3O | ωB97M-V/def2-TZVPD

Cartesian coordinates (Å):
Cl  2.0278  -2.4032  -0.6911
O  -0.6351  -1.4169  1.7891
N  0.2960  -0.2372  0.0279
N  1.4990  -0.6345  0.4376
N  -1.9808  -0.5404  0.2166
C  2.1102  1.5342  1.1342
C  -2.1275  0.0711  -1.1296
C  -1.9534  -1.0640  -2.1745
C  -0.8353  -0.7254  0.6825
C  2.6295  0.3005  0.3533
C  -3.1511  -1.0635  0.9086
C  2.9979  0.6898  -1.1545
C  -4.0020  -0.0088  1.6474
C  3.8149  -0.4163  1.0551
H  -1.4384  0.8921  -1.2633
H  -3.4157  0.3058  2.4344
H  -1.3040  -0.6694  -2.9099
H  -2.8779  -1.3882  -2.5845
H  4.6321  0.2236  1.1902
H  -3.0526  0.6530  -1.1990
H  0.3450  -1.3810  1.9640
H  4.0681  0.4540  -1.2470
H  1.1509  1.4902  1.5662
H  0.3217  0.1617  -0.8861
H  3.4882  -0.6565  2.0609
H  -4.9248  -0.4789  1.9468
H  3.0009  1.7699  -1.2631
H  -2.7272  -1.9403  1.6099
H  -1.4265  -1.8090  -1.6557
H  2.7563  1.8687  1.9892
H  2.0602  2.3813  0.4286
H  -4.3449  0.7033  0.9790
H  2.5595  0.2147  -2.0162
H  -3.8510  -1.6643  0.1721
H  4.2145  -1.2681  0.4719

Computed properties:
HOMO energy (alpha / beta): -13.60 / -13.60 eV
molecular weight: 222.7 g mol⁻¹
charge: +1
gap between HOMO and LUMO (alpha / beta): 0.3255 / 0.3256 Eh



# 5
C9H21CrF6N7O20S2 | ωB97M-V/def2-TZVPD

Cartesian coordinates (Å):
Cr  -0.1653  1.4731  3.9196
S  -0.1810  4.4555  2.0802
S  -1.1289  -0.4753  1.2031
F  -0.1847  1.2732  -0.6513
F  -1.7482  6.5022  1.0465
F  -2.7359  5.2764  2.4929
F  1.2063  -0.2452  -0.1874
F  -2.4285  4.4442  0.4926
F  -0.5850  -0.7512  -1.4364
O  -0.5317  0.3724  2.2430
O  0.6915  4.4033  0.8339
O  -2.5121  1.4448  3.8140
O  -4.6125  -4.4230  -0.9729
O  -0.3930  3.1522  2.6908
O  0.4003  5.3953  3.0206
O  1.8230  -4.2061  0.0252
O  -0.9868  -1.9584  1.3994
O  1.8387  -1.1249  -3.9189
O  -4.1091  0.1060  -4.2454
O  3.8256  -1.9485  -4.0830
O  2.8571  -2.7039  1.1376
O  5.2145  2.2293  -1.2274
O  -4.4714  0.5498  4.1405
O  -2.9918  1.8902  -3.8186
O  4.5406  0.2473  -1.3653
O  3.1248  1.1843  1.7497
O  -2.5070  -0.1600  0.8317
O  -4.2815  -2.2501  -0.6343
O  1.9251  0.6768  3.4954
N  -3.6567  1.2871  3.5112
N  -4.0312  -3.3621  -1.0577
N  2.0266  -3.5609  1.0196
N  2.7536  -1.8434  -3.6181
N  -3.0641  0.7243  -4.1380
N  4.3797  1.4146  -1.5308
N  2.9783  0.5905  2.8451
C  -1.9330  5.2383  1.4820
C  1.3308  -3.9317  2.2522
C  -1.8424  -0.0816  -4.4608
C  -2.9207  -3.3140  -2.0333
C  3.1624  1.8765  -2.1822
C  -4.0889  2.0968  2.3129
C  4.0673  -0.2516  3.3590
C  2.5693  -2.5328  -2.3428
C  -0.0901  -0.0255  -0.4183
H  3.7253  -0.7664  4.2568
H  4.8275  0.4464  3.7097
H  2.4405  -1.7999  -1.5464
H  -3.3538  1.9214  1.5274
H  -4.1585  3.1585  2.5497
H  3.3258  1.8437  -3.2593
H  -3.1606  -3.9862  -2.8571
H  2.3071  1.3124  -1.8101
H  1.5819  -2.9934  -2.3723
H  3.4281  -3.1752  -2.1481
H  -1.3016  0.2650  -5.3414
H  0.4106  -4.4922  2.0872
H  -1.9623  -3.4973  -1.5476
H  1.1015  -3.0739  2.8844
H  2.0522  -4.5533  2.7825
H  -5.0375  1.6526  2.0113
H  -1.1910  -0.0743  -3.5869
H  -2.8809  -2.2921  -2.4107
H  3.0533  2.9173  -1.8775
H  -2.1782  -1.0976  -4.6683
H  4.4365  -0.8697  2.5406

Computed properties:
spin multiplicity: 5
HOMO energy (alpha / beta): -9.91 / -9.91 eV
molecular weight: 777.4 g mol⁻¹
charge: 0
gap between HOMO and LUMO (alpha / beta): 0.2490 / 0.2737 Eh



# 6
C9H21IO8 | ωB97M-V/def2-TZVPD

Cartesian coordinates (Å):
I  -2.0547  -3.2628  2.1480
O  -0.5978  -0.6440  1.0092
O  -0.7371  -1.9152  -3.9850
O  -0.2739  3.4713  2.2145
O  0.9004  0.9494  0.6283
O  -2.3365  -4.1193  -0.9211
O  -0.3014  0.1544  -1.1032
O  -2.0802  -1.3497  4.3623
O  3.2171  3.2688  -0.3884
C  0.0659  -1.2644  3.3817
C  0.4664  -0.7807  1.9898
C  -0.0438  4.6311  1.4118
C  -1.9738  -4.6042  -2.2138
C  -1.6137  -0.8715  -4.3970
C  0.8024  0.6856  2.0389
C  4.0167  2.3146  -1.0782
C  -1.3548  -1.7591  3.5082
C  -0.0391  0.1638  0.0630
H  -0.1228  1.1549  2.3280
H  -1.1132  0.0974  -4.3298
H  0.4578  5.4100  1.9896
H  1.6116  0.9985  2.6701
H  -2.2578  -3.1620  -0.9388
H  0.2406  -0.4906  4.1095
H  3.8732  1.3178  -0.6519
H  1.1940  -1.3971  1.4819
H  -2.0621  -5.6870  -2.1969
H  -0.4928  -1.7340  -3.0734
H  -2.5137  -0.8573  -3.7765
H  2.3024  2.9944  -0.4933
H  -0.8394  3.7322  2.9453
H  3.7613  2.2970  -2.1407
H  -2.6418  -4.2057  -2.9810
H  -0.9833  5.0202  1.0131
H  -0.9432  -4.3352  -2.4567
H  0.7039  -2.0970  3.6471
H  -1.8950  -1.0598  -5.4299
H  0.5974  4.3393  0.5856
H  5.0609  2.5961  -0.9705

Computed properties:
HOMO energy: -9.63 eV
molecular weight: 384.2 g mol⁻¹
charge: 0
gap between HOMO and LUMO: 0.3662 Eh



# 7
C9H21N3O3 | ωB97M-V/def2-TZVPD

Cartesian coordinates (Å):
O  -14.2323  27.4856  24.6899
O  -9.8568  34.5248  16.0010
O  -11.7702  32.5450  20.8778
N  -13.3417  30.8936  21.0566
N  -9.0331  32.6289  16.8841
N  -12.2865  28.6005  25.0424
C  -11.8108  27.6337  26.0063
C  -11.4357  29.7148  24.7065
C  -10.0301  33.4025  16.4577
C  -14.1928  31.5565  22.0318
C  -9.3960  31.4951  17.7659
C  -12.2471  31.4877  20.5393
C  -7.6950  33.1402  17.0681
C  -13.5009  28.4466  24.5065
C  -13.8191  29.5684  20.6848
H  -12.4786  26.7919  26.1096
H  -11.0575  30.2061  25.6025
H  -13.8088  29.0814  23.6702
H  -11.9386  30.4693  24.1004
H  -7.6223  34.2102  17.2439
H  -14.0574  31.0809  23.0013
H  -14.3497  29.0885  21.4996
H  -13.9050  32.6020  22.1508
H  -11.7648  30.9064  19.7368
H  -13.1351  28.8736  20.1980
H  -7.1395  32.6042  17.8362
H  -11.0359  32.9682  16.4797
H  -10.8336  27.2686  25.6516
H  -11.5063  28.1132  26.9412
H  -10.0823  30.8611  17.2135
H  -14.5389  29.7772  19.8788
H  -8.4805  30.9448  17.9885
H  -9.7036  31.7652  18.7801
H  -7.0672  32.9458  16.1890
H  -10.6195  29.3631  24.0651
H  -15.2427  31.6201  21.7443

Computed properties:
HOMO energy: -9.36 eV
molecular weight: 219.3 g mol⁻¹
charge: 0
gap between HOMO and LUMO: 0.3606 Eh



Question: Number 5 is which compound?
Answer: C9H21CrF6N7O20S2